Record 1
{"formula": "C4H9NO", "method": "ωB97M-V/def2-TZVPD", "elements": ["C", "C", "N", "O", "H", "H", "H", "H", "H", "C", "C", "H", "H", "H", "H"], "positions_angstrom": [[0.856764, -0.524662, 1.615087], [0.530709, 0.647173, 0.721194], [0.978423, 1.865742, 1.156295], [-0.009487, 0.423731, -0.301101], [-0.092153, -1.158728, 1.765705], [1.323764, -0.252868, 2.594977], [1.640930, -1.075589, 1.138422], [0.424532, 2.727231, 0.687085], [1.074678, 2.013774, 2.220863], [-1.573701, -0.887081, -2.252332], [-0.916431, -1.591531, -1.280465], [-1.533160, -1.222178, -3.326930], [-2.121645, 0.027678, -1.919677], [-0.288263, -2.384140, -1.317977], [-0.585787, -0.988616, -0.348632]], "forces_ev_per_angstrom": [[-0.6, -0.3, 1.8], [1.5, -0.2, 3.2], [-1.9, 3.7, 0.9], [-0.3, 2.8, -2.1], [1.6, 0.9, -0.2], [-0.8, 0.0, -0.6], [0.2, -0.7, -0.6], [1.9, -2.7, 1.3], [-0.2, -0.5, -2.5], [0.9, -1.6, 1.0], [-1.6, 4.1, 0.4], [-0.5, 0.5, 1.2], [0.6, -0.8, -0.8], [1.4, -2.9, -1.3], [-2.3, -2.2, -1.6]], "molar_mass_g_mol": 87.1, "homo_energy_ev": -8.8, "multiplicity": 1, "largest_force_ev_per_a": 4.5, "smiles": "CC(N)=O.C=C", "gap_ev": 9.4, "total_charge": 0, "e_above_lowest_kcal_mol": 78.1, "total_energy_ev": -7828.932}

***

Record 2
{"formula": "CH3BrN4", "method": "ωB97M-V/def2-TZVPD", "elements": ["C", "N", "N", "N", "N", "Br", "H", "H", "H"], "positions_angstrom": [[-0.251974, -2.155516, -0.338365], [-0.896887, 2.719887, -1.421261], [-0.272117, 2.577445, -0.502112], [0.390541, 2.622343, 0.479248], [0.280976, -1.155781, 0.192709], [1.049497, -1.245324, 1.885993], [-0.663353, -1.993987, -1.324794], [-0.334179, -3.156996, 0.079697], [0.697495, 1.787931, 0.948884]], "forces_ev_per_angstrom": [[0.0, -0.7, 0.3], [-0.3, -0.1, -0.4], [-1.3, -0.4, -1.9], [1.8, 1.0, 2.7], [0.1, 1.1, -0.4], [-0.1, -0.4, 0.1], [-0.1, 0.1, -0.2], [0.1, 0.0, 0.2], [-0.2, -0.6, -0.4]], "molar_mass_g_mol": 151.0, "homo_energy_ev": -9.9, "multiplicity": 1, "largest_force_ev_per_a": 3.4, "gap_ev": 10.2, "total_charge": 0, "e_above_lowest_kcal_mol": 1.4, "total_energy_ev": -77085.006}

***

Record 3
{"formula": "C10H11Cl2N2O", "method": "ωB97M-V/def2-TZVPD", "elements": ["C", "C", "C", "C", "C", "C", "C", "C", "C", "C", "N", "N", "O", "Cl", "Cl", "H", "H", "H", "H", "H", "H", "H", "H", "H", "H", "H"], "positions_angstrom": [[-2.136819, -1.354884, -0.598044], [0.031673, -1.465013, -1.365453], [-2.542486, -2.399235, -1.414210], [-0.280170, -2.513919, -2.136639], [-0.897201, -0.865241, -0.515208], [-1.608170, -2.942390, -2.276272], [0.266112, 1.398356, -0.061908], [-1.883819, 0.750583, 1.426695], [1.542982, 1.570800, 0.541559], [-0.477452, 0.165114, 0.487560], [-0.145161, 2.163496, -0.977865], [0.284832, -0.601998, 1.581728], [-2.840905, 1.147501, 0.905443], [-1.956644, -4.183408, -3.375871], [-1.723592, 0.786283, 3.171745], [-2.765092, -0.966027, 0.244969], [1.027476, -1.098697, -1.348585], [-3.620855, -2.782050, -1.290483], [0.309133, -3.193462, -2.746615], [2.107036, 0.606611, 0.698972], [1.154710, 1.940348, 1.616219], [2.067320, 2.375778, -0.031011], [-1.113185, 2.050191, -1.285192], [1.103035, -0.021246, 1.851657], [0.541981, -1.498626, 1.263522], [-0.234528, -0.483113, 2.484335]], "forces_ev_per_angstrom": [[-3.8, -0.5, 2.3], [3.6, -1.1, -1.6], [-5.4, 1.8, 3.5], [-0.1, -1.4, -1.1], [-0.7, 2.5, 1.2], [2.4, -2.0, -2.6], [-1.6, -1.2, -1.6], [2.1, -0.5, -1.9], [1.4, 1.4, 2.5], [-3.3, -0.2, 1.6], [-0.3, 0.0, 0.5], [0.5, 3.5, 1.3], [-0.7, 0.5, -0.5], [-0.2, 0.4, 0.4], [0.3, -0.1, 0.5], [-0.3, -0.9, -1.6], [1.0, 0.1, -0.2], [2.0, 0.5, -0.4], [1.1, 1.0, 0.2], [0.0, 1.4, -0.6], [1.6, -0.3, -1.7], [0.0, -0.8, 1.0], [0.1, -0.4, 0.0], [0.0, -0.9, -0.4], [0.3, -1.6, -0.1], [-0.2, -1.2, -0.6]], "molar_mass_g_mol": 246.1, "homo_energy_ev": [-8.8, -13.3], "multiplicity": 3, "largest_force_ev_per_a": 6.7, "gap_ev": [5.2, 6.6], "total_charge": 1, "e_above_lowest_kcal_mol": 27.4, "s_squared": 2.036, "total_energy_ev": -40607.653}

***

Record 4
{"formula": "C3H5I", "method": "ωB97M-V/def2-TZVPD", "elements": ["C", "C", "C", "I", "H", "H", "H", "H", "H"], "positions_angstrom": [[-1.059786, 0.802665, -0.447917], [-0.381532, 0.277618, 0.558414], [0.659005, -0.812817, 0.235196], [2.490460, 0.074442, -0.061716], [-1.621327, 1.720891, -0.560521], [-0.770744, 0.256159, -1.478539], [-0.392680, 0.457064, 1.589396], [0.785385, -1.628645, 0.948080], [0.291219, -1.147377, -0.782396]], "forces_ev_per_angstrom": [[1.3, -1.2, -2.7], [1.0, -1.5, -0.7], [-2.6, -0.1, -1.6], [1.4, 0.5, -0.1], [-0.3, -0.3, 0.6], [-1.0, 1.6, 2.1], [-0.4, 1.1, 1.3], [-0.3, 0.2, -0.1], [0.9, -0.4, 1.3]], "molar_mass_g_mol": 168.0, "homo_energy_ev": -9.3, "multiplicity": 1, "largest_force_ev_per_a": 3.3, "smiles": "C=CCI", "gap_ev": 9.9, "total_charge": 0, "e_above_lowest_kcal_mol": 18.8, "total_energy_ev": -11291.214}

***

Record 5
{"formula": "C20H9Cl60F3N3O3", "method": "ωB97M-V/def2-TZVPD", "elements": ["N", "C", "N", "C", "C", "O", "O", "N", "C", "O", "C", "F", "F", "F", "H", "H", "H", "H", "H", "H", "H", "H", "H", "C", "Cl", "Cl", "Cl", "Cl", "C", "Cl", "Cl", "Cl", "Cl", "C", "Cl", "Cl", "Cl", "Cl", "C", "Cl", "Cl", "Cl", "Cl", "C", "Cl", "Cl", "Cl", "Cl", "C", "Cl", "Cl", "Cl", "Cl", "C", "Cl", "Cl", "Cl", "Cl", "C", "Cl", "Cl", "Cl", "Cl", "C", "Cl", "Cl", "Cl", "Cl", "C", "Cl", "Cl", "Cl", "Cl", "C", "Cl", "Cl", "Cl", "Cl", "C", "Cl", "Cl", "Cl", "Cl", "C", "Cl", "Cl", "Cl", "Cl", "C", "Cl", "Cl", "Cl", "Cl", "C", "Cl", "Cl", "Cl", "Cl"], "positions_angstrom": [[1.241437, -1.776322, -1.351104], [1.419749, -0.724566, -2.229914], [0.326489, -0.099471, -2.722581], [-0.975533, -0.358022, -2.062418], [-1.990602, 0.698409, -2.445268], [-1.917124, 1.803576, -1.963112], [-2.917740, 0.338880, -3.344789], [2.635952, -0.405619, -2.651142], [2.974503, 0.606767, -3.653753], [4.259780, 1.084032, -3.379301], [4.381117, 2.073704, -2.444582], [3.734325, 3.182620, -2.832810], [5.673317, 2.328646, -2.309970], [3.873373, 1.727201, -1.248320], [2.085322, -2.336162, -1.252697], [1.008979, -1.447194, -0.411350], [0.460611, 0.900409, -2.867807], [-1.342194, -1.328670, -2.386777], [-0.876875, -0.338297, -0.984348], [-3.795487, 0.581385, -2.999737], [3.426759, -0.906715, -2.263632], [2.231325, 1.401832, -3.714035], [3.034052, 0.129728, -4.631238], [2.560799, 4.175434, 1.363007], [3.862100, 4.661612, 0.272732], [1.571864, 5.581030, 1.734604], [1.554027, 2.953318, 0.551388], [3.226901, 3.481845, 2.835213], [-1.065792, 3.792418, -5.289431], [-1.263311, 5.079453, -4.105511], [-2.645610, 3.178160, -5.767518], [-0.203872, 4.377469, -6.700730], [-0.127106, 2.446051, -4.575754], [6.470313, -2.852645, -4.158137], [5.277279, -2.486120, -5.413560], [7.516566, -1.460195, -3.909161], [5.636924, -3.243902, -2.639207], [7.422287, -4.243319, -4.655790], [-3.961330, -1.257407, 1.106708], [-2.788965, -1.712052, 2.347342], [-3.177830, -0.022612, 0.097829], [-4.380101, -2.656610, 0.122984], [-5.399485, -0.584901, 1.855554], [-3.026378, 2.100917, 4.083166], [-2.055744, 1.681130, 2.660484], [-3.940554, 0.683959, 4.596757], [-1.955927, 2.617144, 5.386122], [-4.134097, 3.405583, 3.666996], [1.379395, -1.384341, 3.657688], [2.310847, -1.226992, 5.133385], [1.082667, 0.212692, 2.951114], [2.297357, -2.364643, 2.489516], [-0.155022, -2.183251, 3.987317], [-2.943678, -6.095988, 4.292936], [-2.154086, -6.083860, 5.871325], [-3.051420, -4.428438, 3.692805], [-1.995006, -7.062555, 3.163236], [-4.565054, -6.761918, 4.434882], [-0.076963, 1.385240, -10.194691], [1.650220, 1.331972, -9.810819], [-0.351181, 2.547305, -11.485931], [-0.617238, -0.215679, -10.702819], [-0.972136, 1.885577, -8.755585], [-8.345621, -5.683344, 5.943925], [-7.202542, -5.881385, 7.275048], [-7.644691, -4.606932, 4.731840], [-8.672507, -7.255150, 5.211132], [-9.849261, -4.988374, 6.551602], [-3.453798, 5.336917, -0.135733], [-1.905259, 4.676834, 0.382492], [-4.227973, 6.191176, 1.196999], [-3.171297, 6.467602, -1.465260], [-4.498311, 4.017825, -0.678770], [-5.312569, -1.200831, 7.977109], [-4.302127, -1.660289, 9.339637], [-5.260165, 0.548530, 7.736198], [-4.691702, -2.024510, 6.528233], [-6.978068, -1.699133, 8.256297], [-0.149758, 6.730856, -10.447980], [0.769006, 5.362497, -9.806588], [0.883161, 8.156579, -10.509829], [-0.716876, 6.337126, -12.071445], [-1.533358, 7.043428, -9.396965], [7.567658, 3.634877, 3.780706], [8.218779, 2.093389, 3.214952], [6.661113, 3.375943, 5.275399], [8.888378, 4.761485, 4.077578], [6.481183, 4.295738, 2.554925], [4.844358, -6.214452, -0.014840], [4.314375, -7.591779, 0.941441], [6.536629, -5.861532, 0.318634], [4.642759, -6.565220, -1.728254], [3.864544, -4.797141, 0.438078], [-0.303407, -3.877749, 9.296894], [0.189620, -5.444568, 8.645905], [-0.907532, -4.085856, 10.940688], [1.083248, -2.784226, 9.311217], [-1.581172, -3.195376, 8.288927]], "forces_ev_per_angstrom": [[0.8, 0.5, 0.0], [-0.1, -0.1, -0.3], [0.3, 0.4, 1.4], [0.1, -0.8, -0.9], [0.4, 1.6, 0.2], [-0.1, -0.7, -0.1], [-0.2, -0.8, 0.6], [-0.6, -0.1, 0.1], [0.0, -0.3, -0.4], [0.1, 0.0, 0.2], [0.2, 0.4, 0.0], [0.2, -0.2, 0.1], [-0.5, 0.0, 0.0], [0.1, -0.2, -0.3], [-0.1, -0.1, -0.1], [-0.5, -0.2, -0.2], [0.0, -0.2, -0.3], [0.1, -0.1, 0.1], [0.0, 0.1, 0.1], [0.2, 0.4, -0.4], [0.0, 0.0, 0.0], [0.1, 0.0, 0.3], [0.1, 0.0, 0.0], [0.0, 0.0, 0.0], [0.1, 0.0, 0.0], [-0.1, 0.0, 0.1], [-0.2, 0.0, 0.0], [-0.2, 0.0, 0.0], [-0.1, 0.3, -0.1], [0.1, -0.2, 0.0], [0.0, -0.1, 0.0], [0.0, 0.2, 0.1], [0.1, 0.0, -0.2], [0.1, 0.0, -0.1], [-0.1, 0.1, 0.0], [0.0, 0.0, 0.0], [-0.1, 0.1, 0.1], [0.0, 0.0, 0.0], [0.1, 0.0, 0.2], [-0.1, 0.1, -0.3], [-0.5, 0.1, -0.1], [0.0, 0.0, 0.0], [-0.1, -0.1, -0.2], [0.0, 0.0, 0.0], [0.0, 0.2, 0.1], [0.1, 0.2, 0.1], [0.0, 0.0, 0.0], [0.0, 0.0, 0.0], [-0.1, 0.1, -0.1], [0.0, 0.0, 0.0], [0.1, -0.1, 0.0], [0.0, 0.0, -0.1], [0.1, -0.1, 0.2], [0.0, 0.0, 0.1], [0.0, 0.0, 0.0], [0.0, -0.2, 0.0], [0.0, 0.0, 0.0], [0.0, 0.0, 0.0], [0.0, 0.0, 0.0], [0.0, 0.0, 0.0], [-0.1, -0.1, -0.1], [0.0, 0.0, 0.0], [-0.1, -0.1, -0.1], [0.0, 0.0, 0.1], [0.0, 0.0, 0.0], [0.0, 0.1, -0.1], [0.0, 0.0, 0.0], [0.0, 0.0, 0.0], [0.0, 0.0, -0.1], [0.1, -0.1, 0.1], [0.0, 0.0, 0.0], [-0.1, 0.0, 0.0], [0.0, 0.0, 0.0], [0.0, 0.0, -0.1], [-0.1, 0.1, 0.2], [0.0, -0.1, 0.1], [0.0, 0.0, -0.1], [0.0, -0.1, 0.0], [0.0, 0.0, 0.0], [0.1, 0.0, 0.1], [0.0, 0.0, 0.0], [0.0, 0.0, 0.0], [0.0, 0.0, 0.0], [0.0, 0.0, 0.0], [0.0, 0.0, 0.0], [0.0, 0.0, 0.0], [0.0, 0.0, 0.0], [0.2, 0.1, -0.1], [0.1, -0.1, 0.1], [0.0, 0.0, 0.0], [0.0, 0.0, 0.0], [-0.1, 0.0, 0.0], [-0.1, 0.1, -0.1], [0.0, 0.0, 0.0], [0.0, 0.0, 0.0], [0.0, 0.0, 0.0], [0.0, 0.0, 0.0], [0.1, -0.1, -0.1]], "molar_mass_g_mol": 2523.5, "homo_energy_ev": -12.4, "multiplicity": 1, "largest_force_ev_per_a": 1.6, "gap_ev": 9.7, "total_charge": 1, "total_energy_ev": -790987.097}

***

Record 6
{"formula": "C4H12N2", "method": "ωB97M-V/def2-TZVPD", "elements": ["C", "N", "C", "C", "C", "N", "H", "H", "H", "H", "H", "H", "H", "H", "H", "H", "H", "H"], "positions_angstrom": [[-1.807947, 1.829579, -1.198999], [-0.901867, 0.703246, -1.198104], [-0.958180, -0.196694, -0.023399], [0.245585, -1.085059, 0.107059], [1.386853, -0.464373, 0.913322], [2.294398, -1.475265, 1.515888], [-2.859407, 1.544352, -1.065565], [-1.573729, 2.565695, -0.416389], [-1.816391, 2.313838, -2.182057], [0.033835, 1.090266, -1.231149], [-1.896878, -0.750872, -0.070902], [-1.053603, 0.473236, 0.850857], [0.558810, -1.332575, -0.925381], [-0.085036, -2.023311, 0.528531], [0.922229, -0.081673, 1.825673], [1.847713, 0.263188, 0.237282], [2.407902, -2.230954, 0.841461], [3.255713, -1.142624, 1.491873]], "forces_ev_per_angstrom": [[-0.7, 0.2, 0.0], [0.5, -0.7, -0.3], [-0.9, 1.9, 0.0], [0.2, -0.5, -0.8], [-0.7, -0.9, 0.7], [0.7, -0.4, -1.5], [0.3, -0.3, 0.2], [-0.1, 0.1, -0.1], [0.4, 0.0, 0.2], [0.1, -0.1, -0.2], [0.1, -0.2, -0.1], [0.0, -0.4, 0.3], [0.1, 0.0, 0.4], [0.1, -0.3, 0.5], [0.0, 1.1, -0.5], [0.3, 0.3, 0.6], [-0.4, -0.3, 0.1], [-0.1, 0.5, 0.5]], "molar_mass_g_mol": 88.2, "homo_energy_ev": -8.7, "multiplicity": 1, "largest_force_ev_per_a": 2.1, "smiles": "CNCCCN", "gap_ev": 9.9, "total_charge": 0, "e_above_lowest_kcal_mol": 23.6, "total_energy_ev": -7322.007}